# 1
# C38H42N3NiO4S

C38H42N3NiO4S as an isolated structure in a non-equilibrium geometry (wB97M-V/def2-TZVPD, the Open Molecules 2025 dataset).

Cartesian coordinates (Å):
Ni -0.085 1.034 0.304
C 2.975 0.176 -3.184
C 3.343 0.998 -1.948
C 4.624 1.804 -2.211
C 3.556 0.170 -0.695
C 4.453 -0.884 -0.730
C 4.817 -1.538 0.431
C 4.308 -1.101 1.636
C 3.361 -0.078 1.732
C 3.037 0.280 3.198
C 2.470 -0.927 3.971
C 2.165 1.496 3.508
C 2.944 0.541 0.525
N 1.932 1.528 0.439
C 2.278 2.814 0.514
O 3.401 3.284 0.712
C 1.091 3.724 0.317
C 1.153 5.108 0.275
C -0.004 5.808 -0.037
C -1.177 5.117 -0.317
C -1.161 3.737 -0.213
N -0.053 3.091 0.118
C -2.337 2.834 -0.507
O -3.411 3.293 -0.898
N -2.000 1.556 -0.326
C -2.920 0.506 -0.518
C -3.938 0.282 0.425
C -4.759 -0.826 0.272
C -4.593 -1.702 -0.785
C -3.603 -1.471 -1.724
C -2.757 -0.377 -1.612
C -1.677 -0.137 -2.651
C -2.295 0.139 -4.023
C -0.667 -1.289 -2.698
C -4.137 1.218 1.596
C -5.458 1.979 1.444
C -4.073 0.482 2.938
H 2.817 0.847 -4.031
H 2.059 -0.391 -3.020
H 3.770 -0.523 -3.449
H 2.533 1.702 -1.763
H 5.467 1.130 -2.378
H 4.849 2.434 -1.351
H 4.509 2.438 -3.094
H 4.903 -1.179 -1.671
H 5.529 -2.354 0.403
H 4.678 -1.549 2.551
H 4.023 0.500 3.624
H 1.385 -0.930 3.908
H 2.747 -0.868 5.027
H 2.824 -1.879 3.575
H 1.166 1.389 3.098
H 2.613 2.414 3.131
H 2.067 1.590 4.593
H 2.093 5.597 0.486
H 0.007 6.890 -0.079
H -2.089 5.615 -0.612
H -5.540 -1.015 1.001
H -5.244 -2.564 -0.879
H -3.501 -2.151 -2.563
H -1.120 0.753 -2.359
H -2.846 -0.726 -4.397
H -1.512 0.388 -4.744
H -2.978 0.987 -3.960
H -1.156 -2.262 -2.775
H -0.056 -1.283 -1.793
H 0.002 -1.167 -3.552
H -3.331 1.951 1.587
H -6.299 1.283 1.380
H -5.435 2.579 0.535
H -5.627 2.641 2.297
H -4.929 -0.184 3.065
H -4.077 1.205 3.757
H -3.156 -0.106 3.003
O -0.723 -7.301 -0.662
C 0.354 -6.503 -0.438
O 1.454 -6.975 -0.551
C 0.083 -5.094 -0.066
C -1.181 -4.614 0.290
C -1.358 -3.298 0.665
C -0.270 -2.419 0.710
S -0.498 -0.828 1.366
C 0.992 -2.887 0.320
C 1.159 -4.203 -0.057
H -1.534 -6.789 -0.605
H -2.049 -5.266 0.313
H -2.338 -2.916 0.921
H 1.832 -2.202 0.323
H 2.129 -4.577 -0.355

## Properties
highest occupied orbital energy (spin up / spin down) = -5.2 / -5.3 eV
<S²> = 2.0086
multiplicity = 3
orbital gap (spin up / spin down) = 0.2800 / 0.2777 Eh
LUMO level (spin up / spin down) = 2.4 / 2.2 eV
charge = -1
largest force on an atom = 1.7 eV/A
E_tot = -3845.17071 Eh



# 2
# C38H42N4O2

A 2-piece molecular cluster, C38H42N4O2 overall in a non-equilibrium geometry (wB97M-V/def2-TZVPD, the Open Molecules 2025 dataset).

Cartesian coordinates (Å):
C 1.830 -1.019 7.432
N 1.378 -2.019 6.484
C 1.547 -3.387 6.927
C 0.949 -1.666 5.240
C 0.407 -2.619 4.332
C 0.087 -2.248 3.043
C 0.294 -0.934 2.562
C 0.048 -0.604 1.177
C 0.050 0.702 0.722
C -0.580 1.180 -0.457
C -0.232 2.511 -0.953
C 0.940 3.176 -0.497
C 1.236 4.477 -0.867
C 0.429 5.162 -1.811
N 0.757 6.421 -2.229
C 0.350 6.958 -3.510
C 1.650 7.278 -1.478
C -0.732 4.505 -2.301
C -1.069 3.245 -1.838
C -1.600 0.367 -1.115
C -2.433 -0.518 -0.393
C -3.402 -1.285 -1.015
C -3.731 -1.041 -2.374
N -4.828 -1.623 -2.953
C -5.499 -1.010 -4.081
C -5.338 -2.918 -2.547
C -2.911 -0.154 -3.114
C -1.830 0.457 -2.510
C 0.734 0.035 3.504
C 1.046 -0.314 4.808
H 1.090 -0.214 7.541
H 1.969 -1.509 8.401
H 2.785 -0.565 7.127
H 1.292 -4.099 6.141
H 2.590 -3.555 7.230
H 0.912 -3.575 7.804
H 0.244 -3.649 4.643
H -0.328 -2.993 2.366
H -0.373 -1.396 0.549
H 0.613 1.441 1.295
H 1.638 2.660 0.160
H 2.122 4.966 -0.459
H -0.181 6.205 -4.097
H -0.300 7.834 -3.370
H 1.235 7.291 -4.075
H 1.621 7.026 -0.413
H 2.689 7.195 -1.833
H 1.330 8.320 -1.608
H -1.381 5.012 -3.016
H -2.016 2.822 -2.170
H -2.329 -0.602 0.691
H -3.964 -2.018 -0.437
H -5.643 0.066 -3.908
H -4.936 -1.139 -5.018
H -6.477 -1.490 -4.188
H -5.180 -3.093 -1.478
H -6.412 -2.943 -2.768
H -4.853 -3.739 -3.106
H -3.116 0.018 -4.171
H -1.156 1.055 -3.123
H 0.837 1.081 3.212
H 1.393 0.454 5.504
C -1.259 -3.711 -3.769
C -0.228 -2.657 -3.487
O 0.025 -2.715 -2.052
C 0.964 -1.826 -1.631
C 1.475 -2.188 -0.308
C 2.748 -1.700 0.156
C 3.437 -0.664 -0.516
C 4.615 -0.137 0.006
C 5.105 -0.597 1.235
C 4.427 -1.611 1.925
C 3.289 -2.193 1.372
C 0.995 -3.433 0.125
N 0.560 -4.451 0.529
O 1.258 -0.838 -2.304
H -1.348 -3.855 -4.849
H -0.980 -4.667 -3.312
H -2.239 -3.411 -3.384
H 0.713 -2.869 -4.016
H -0.575 -1.651 -3.760
H 3.021 -0.290 -1.450
H 5.145 0.633 -0.556
H 6.018 -0.168 1.653
H 4.790 -1.964 2.891
H 2.784 -3.019 1.883

## Properties
highest occupied orbital energy = -6.0 eV
orbital gap = 0.1757 Eh
LUMO level = -1.3 eV
charge = 0
largest force on an atom = 2.9 eV/A
E_tot = -1842.62240 Eh



# 3
# C38H43BCoFN13O5

C38H43BCoFN13O5 as an isolated structure (wB97M-V/def2-TZVPD, the Open Molecules 2025 dataset).

Cartesian coordinates (Å):
Co 0.208 -0.099 0.065
C -1.614 -3.048 -1.568
C -0.611 -3.400 -0.520
C -0.305 -4.671 -0.014
C 0.698 -4.450 0.901
N 0.968 -3.134 0.928
N 0.154 -2.484 0.063
B 1.983 -2.206 1.663
N 1.127 -1.246 2.521
C 0.968 -1.238 3.846
C -0.005 -0.312 4.160
C -0.411 0.230 2.938
C -1.434 1.296 2.724
N 0.292 -0.353 1.963
N 2.714 -1.393 0.577
C 3.982 -1.534 0.179
C 4.206 -0.672 -0.871
C 2.995 -0.003 -1.073
C 2.725 1.071 -2.072
N 2.108 -0.460 -0.186
N 3.011 -2.885 2.548
C 3.383 -4.169 2.791
C 4.426 -4.148 3.678
C 4.647 -2.778 3.938
C 5.673 -2.155 4.830
N 3.799 -2.032 3.256
H -1.654 -3.827 -2.328
H -2.616 -2.941 -1.143
H -1.333 -2.116 -2.053
H -0.744 -5.614 -0.289
H 1.214 -5.153 1.523
H 1.566 -1.873 4.475
H -0.363 -0.034 5.136
H -1.335 2.053 3.501
H -1.335 1.766 1.751
H -2.440 0.877 2.789
H 4.644 -2.221 0.677
H 5.124 -0.515 -1.409
H 3.672 1.467 -2.435
H 2.156 0.689 -2.918
H 2.143 1.880 -1.633
H 2.912 -5.009 2.321
H 4.958 -4.993 4.079
H 6.238 -2.921 5.359
H 6.369 -1.550 4.250
H 5.199 -1.500 5.561
F -5.949 -1.801 2.174
C -5.645 -1.174 1.014
C -4.336 -0.879 0.770
C -3.965 -0.200 -0.390
C -2.551 0.021 -0.661
O -1.722 -0.217 0.241
C -2.241 0.477 -1.966
C -3.245 0.910 -2.766
N -4.567 0.877 -2.452
C -5.427 1.672 -3.317
C -6.764 2.225 -2.950
C -6.650 1.157 -4.013
C -4.953 0.201 -1.302
C -6.279 -0.173 -1.051
C -6.658 -0.849 0.098
N -8.014 -1.238 0.248
C -9.052 -0.249 -0.008
C -10.195 -0.949 -0.751
N -10.197 -2.393 -0.325
C -9.893 -2.496 1.139
C -8.415 -2.134 1.334
C -0.843 0.456 -2.527
O -0.666 0.818 -3.673
O 0.073 -0.065 -1.775
H -3.569 -1.170 1.477
H -2.983 1.339 -3.725
H -4.814 2.345 -3.896
H -6.959 3.239 -3.271
H -7.199 1.994 -1.990
H -6.787 1.441 -5.046
H -6.983 0.152 -3.793
H -7.024 0.006 -1.807
H -8.680 0.566 -0.619
H -9.412 0.195 0.928
H -10.057 -0.930 -1.831
H -11.165 -0.521 -0.504
H -9.447 -2.869 -0.832
H -11.079 -2.844 -0.566
H -10.103 -3.505 1.483
H -10.567 -1.808 1.646
H -7.809 -3.037 1.287
H -8.293 -1.700 2.329
C 3.510 4.007 2.151
N 2.338 3.630 1.377
C 1.553 4.552 0.764
C 0.451 4.215 0.070
C 0.102 2.813 -0.009
O -0.928 2.396 -0.571
N 0.942 1.914 0.574
C 2.030 2.257 1.313
O 2.739 1.465 1.908
H 3.735 5.054 1.961
H 4.354 3.386 1.863
H 3.334 3.857 3.216
H 1.868 5.583 0.870
H -0.171 4.955 -0.408

## Properties
highest occupied orbital energy (spin up / spin down) = -9.5 / -9.4 eV
<S²> = 2.0300
multiplicity = 3
orbital gap (spin up / spin down) = 0.2217 / 0.2215 Eh
LUMO level (spin up / spin down) = -3.4 / -3.4 eV
charge = +1
largest force on an atom = 0.9 eV/A
E_tot = -4069.28726 Eh



# 4
# C38H43BF6N2O2

A 2-piece molecular cluster, C38H43BF6N2O2 overall in a non-equilibrium geometry (wB97M-V/def2-TZVPD, the Open Molecules 2025 dataset).

Cartesian coordinates (Å):
C 4.151 1.794 4.800
N 4.250 0.628 3.956
C 5.580 0.411 3.409
C 5.623 0.931 2.003
F 6.825 0.808 1.390
F 4.687 0.288 1.219
F 5.268 2.264 1.987
C 3.192 -0.179 3.630
C 3.394 -1.481 3.095
C 2.314 -2.273 2.758
C 0.992 -1.845 2.977
C -0.210 -2.735 2.569
C 0.108 -3.482 1.326
C -0.838 -4.583 0.827
C -1.079 -5.729 1.600
C -1.858 -6.763 1.072
C -2.472 -6.613 -0.173
C -2.241 -5.471 -0.941
C -1.412 -4.459 -0.447
C -1.529 -1.966 2.304
C -2.718 -2.470 2.838
C -3.917 -1.795 2.687
C -3.990 -0.629 1.888
N -5.153 0.083 1.762
C -5.398 1.004 0.671
C -6.242 0.022 2.733
C -5.981 1.038 3.807
F -6.905 1.077 4.795
F -4.749 0.807 4.381
F -5.904 2.301 3.249
C -2.810 -0.203 1.225
C -1.606 -0.882 1.421
C 0.792 -0.594 3.566
C 1.859 0.243 3.857
H 3.467 1.624 5.642
H 5.144 2.008 5.209
H 3.819 2.682 4.241
H 6.294 1.009 3.994
H 5.855 -0.648 3.403
H 4.401 -1.884 3.012
H 2.558 -3.245 2.322
H -0.363 -3.455 3.398
H 1.079 -3.993 1.440
H 0.283 -2.759 0.511
H -0.634 -5.808 2.582
H -2.013 -7.661 1.664
H -3.210 -7.345 -0.505
H -2.740 -5.336 -1.911
H -1.204 -3.573 -1.048
H -2.680 -3.403 3.397
H -4.827 -2.196 3.148
H -4.861 0.680 -0.232
H -6.475 1.022 0.453
H -5.075 2.028 0.934
H -7.173 0.329 2.231
H -6.322 -0.963 3.195
H -2.837 0.680 0.588
H -0.737 -0.550 0.860
H -0.226 -0.267 3.780
H 1.671 1.236 4.258
C 1.905 -2.459 -2.640
C 2.623 -3.805 -2.690
C 2.793 -4.262 -4.122
O 1.754 -4.772 -2.037
B 2.507 -5.165 -0.950
C 2.377 -6.553 -0.314
C 1.699 -7.576 -1.002
C 1.984 -8.908 -0.696
C 2.842 -9.216 0.370
C 3.374 -8.187 1.164
C 3.120 -6.853 0.841
O 3.506 -4.296 -0.532
C 3.969 -3.835 -1.825
C 4.993 -4.881 -2.302
C 4.628 -2.492 -1.623
H 2.454 -1.694 -3.208
H 0.903 -2.567 -3.080
H 1.769 -2.117 -1.602
H 3.460 -3.583 -4.660
H 3.203 -5.274 -4.169
H 1.820 -4.273 -4.625
H 0.988 -7.320 -1.795
H 1.549 -9.701 -1.300
H 3.094 -10.250 0.586
H 4.006 -8.415 2.024
H 3.526 -6.042 1.455
H 5.463 -4.571 -3.237
H 5.775 -5.020 -1.544
H 4.547 -5.873 -2.455
H 5.005 -2.120 -2.580
H 3.915 -1.770 -1.220
H 5.462 -2.574 -0.918

## Properties
highest occupied orbital energy = -7.5 eV
orbital gap = 0.2978 Eh
LUMO level = 0.6 eV
charge = 0
largest force on an atom = 2.5 eV/A
E_tot = -2357.98227 Eh